No. 1
20
Properties=species:S:1:pos:R:3 method="wB97M-V/def2-TZVPD" gap_ev=8.37 e_homo_ev=-9.4 charge=0
C 1.33 -2.06 0.70
C 0.69 -0.92 -0.27
C 1.76 -0.18 -0.86
C 1.43 1.04 -1.25
C 0.28 1.71 -0.72
C -0.84 0.99 -0.45
C -1.94 1.73 0.16
C -0.62 -0.42 -0.09
H 2.22 -2.66 0.22
H 0.69 -3.15 0.88
H 1.92 -1.32 1.77
H 2.65 -0.70 -1.19
H 2.30 1.61 -1.75
H 0.40 2.90 -0.73
H -2.59 1.49 -0.58
H -2.31 1.24 1.16
H -1.76 2.87 0.09
N -1.62 -1.31 0.65
O -1.09 -1.82 1.69
O -2.90 -1.03 0.57

No. 2
21
Properties=species:S:1:pos:R:3 method="wB97M-V/def2-TZVPD" gap_ev=8.79 e_homo_ev=-8.9 charge=0
C -3.27 -1.08 1.54
C -1.16 0.49 0.70
C -0.52 -0.04 -0.32
C 0.92 0.10 -0.57
C 1.88 0.15 0.47
C 3.22 0.35 0.13
C 2.77 0.51 -2.06
C 1.40 0.29 -1.83
H -2.40 -1.49 2.06
H -3.58 -1.71 0.68
H -4.08 -0.94 2.27
H -0.64 0.91 1.54
H -0.61 -1.13 -1.91
H 1.52 0.21 1.51
H 4.00 0.39 0.90
H 3.13 0.72 -3.14
H 0.77 0.30 -2.72
N 3.70 0.57 -1.11
O -2.94 1.41 2.24
O -1.21 -0.65 -1.35
S -2.90 0.62 0.98

No. 3
21
Properties=species:S:1:pos:R:3 method="wB97M-V/def2-TZVPD" gap_ev=9.16 e_homo_ev=-9.2 smiles="CCOc1ccccc1[N+](=O)[O-]" charge=0
C -0.22 2.95 -1.22
C -0.28 2.12 -0.02
C 0.36 -0.15 0.31
C 0.01 -0.21 1.65
C -0.08 -1.44 2.23
C -0.02 -2.62 1.47
C 0.25 -2.55 0.09
C 0.33 -1.32 -0.49
H 0.72 3.49 -1.29
H -0.34 2.28 -2.15
H -0.98 3.69 -1.34
H -1.28 1.67 0.14
H -0.13 2.64 0.90
H -0.19 0.71 2.24
H -0.30 -1.55 3.28
H -0.01 -3.60 1.97
H 0.31 -3.47 -0.51
N 0.38 -1.25 -1.98
O 0.69 1.03 -0.23
O 0.20 -2.26 -2.60
O 0.58 -0.16 -2.44

No. 4
24
Properties=species:S:1:pos:R:3 method="wB97M-V/def2-TZVPD" gap_ev="6.81 / 7.01" e_homo_ev="-26.3 / -26.1" spin_multiplicity=2 charge=+4
Re -0.72 -0.08 0.73
O -1.73 3.37 2.53
C -1.15 2.31 2.24
O -1.55 1.52 1.22
C 0.01 1.79 2.97
C 0.68 2.32 4.08
C 1.77 1.59 4.58
C 2.16 0.40 3.95
C 1.43 -0.04 2.85
N 0.38 0.65 2.39
C 1.57 -1.25 2.02
O 2.34 -2.21 2.02
O 0.63 -1.31 1.04
H -2.51 3.69 2.02
H 0.37 3.25 4.53
H 2.31 1.95 5.45
H 3.02 -0.15 4.34
H 3.07 -2.33 2.68
C -2.71 -1.93 -1.01
O -1.62 -0.82 -0.86
H -3.62 -1.41 -1.31
H -2.79 -2.41 -0.04
H -2.33 -2.59 -1.79
H -1.39 -0.49 -1.76

DFT total energy, record by record: -515.1830; -913.5996; -590.5860; -817.5556 a.u.